1.
Computed, not measured: a 2-piece molecular cluster, C9H14S overall at a distorted geometry, with wB97M-V/def2-TZVPD.

Output
LUMO   0.036 Eh
Max |F|   5.2 eV/A
Energy above the lowest of the compared OMol25 structures with the same formula, charge and spin   163.4 kJ/mol

Structure (XYZ):
```
24
Properties=species:S:1:pos:R:3:forces:R:3:lowdin_charge:R:1
C -1.5275 1.6254 0.0749 1.04 -2.78 -1.68 -0.441
C -0.2394 3.4567 1.8170 -1.68 -3.06 -0.29 -0.375
S 0.1376 2.2741 0.3839 -0.59 1.72 1.30 0.707
H -2.2982 1.8397 0.8002 0.09 0.25 0.26 0.026
H -1.8517 1.8767 -0.9740 0.15 -0.06 1.18 0.040
H -1.2879 0.4688 0.0707 -1.07 2.28 0.05 0.025
H -0.8244 2.8297 2.5475 0.46 0.71 -0.69 0.048
H -0.7491 4.3681 1.6563 -0.79 0.77 -0.96 0.014
H 0.6301 3.7099 2.3009 2.39 0.33 0.91 -0.019
C 2.0986 -0.5646 -1.6132 0.65 1.07 -0.83 -0.067
C 0.9999 -1.3433 -0.9579 0.84 1.29 -0.09 -0.315
C 1.2055 -1.9566 0.2749 -1.84 -0.66 1.50 -0.030
C -0.2501 -1.2146 -1.5014 -3.17 -3.46 1.23 -0.051
C 0.1083 -2.5224 1.0294 1.93 0.92 0.32 -0.072
C -1.3504 -1.8951 -0.8052 4.32 2.79 -0.76 -0.090
C -1.1322 -2.3273 0.4711 -3.43 -2.78 1.52 -0.165
H 3.0290 -0.5060 -1.0765 0.44 -0.63 0.48 0.065
H 1.8714 0.5149 -1.6843 -0.48 -0.42 -0.05 0.068
H 2.1580 -1.8185 0.7435 0.54 -0.42 0.06 0.097
H -0.5674 -0.8825 -2.4777 0.80 0.62 -0.17 0.112
H 0.1815 -2.9945 2.0866 0.22 1.01 -2.11 0.131
H -2.2455 -1.7174 -1.2725 -2.45 -0.23 -0.53 0.070
H -2.0677 -2.7534 1.0431 1.88 0.92 -1.02 0.136
H 2.3434 -0.8695 -2.6444 -0.24 -0.17 0.38 0.086
```
Forces are in eV/Å.

=====

2.
Computed, not measured: a 2-piece molecular cluster, C9H14S2 overall at a distorted geometry, with wB97M-V/def2-TZVPD.

Output
LUMO   0.014 Eh
Max |F|   5.1 eV/A
Energy above the lowest of the compared OMol25 structures with the same formula, charge and spin   410.9 kJ/mol

Structure (XYZ):
```
25
Properties=species:S:1:pos:R:3:forces:R:3:lowdin_charge:R:1
C -1.6980 -1.4087 0.5141 3.16 -3.86 -1.15 0.042
C -1.0724 -1.9149 -0.5782 -0.99 0.67 3.01 -0.144
C 0.8864 1.3429 2.4738 1.19 1.49 -1.85 -0.266
C -2.0767 -0.5953 -2.3886 -0.17 0.73 -0.63 0.052
C 2.2359 0.8078 1.9112 -0.81 -0.23 1.74 -0.475
C 0.3533 2.4634 1.5218 -1.48 0.41 2.09 -0.478
C -1.0707 -1.2354 -1.8169 -0.75 -0.49 -3.06 -0.470
C 0.8928 0.7266 -0.6645 0.58 -0.04 0.89 -0.845
C 0.0956 -1.5164 -2.6714 2.11 -1.55 -0.46 -0.113
S 2.1214 0.0659 0.2599 -0.04 0.22 -0.58 0.845
S -0.1187 1.9016 -0.1183 -0.65 -0.02 -0.51 0.846
H -1.5003 -1.7861 1.4862 -0.13 -0.65 0.67 0.049
H -2.2138 -0.5682 0.4610 -2.34 3.73 -0.37 0.001
H -0.3985 -2.7530 -0.5012 -0.01 -0.27 0.21 0.106
H 0.1860 0.5708 2.4971 -1.26 -1.45 -0.16 0.070
H 0.9608 1.6735 3.5006 0.38 0.40 0.15 0.104
H -1.9985 -0.1199 -3.3872 0.06 -0.46 0.79 0.086
H -3.0123 -0.5518 -1.9048 -1.07 0.32 0.49 0.049
H 3.0089 1.5642 2.0365 0.06 0.09 -0.52 0.076
H 2.5349 -0.0250 2.5694 0.06 0.13 -0.33 0.072
H -0.5394 3.0246 2.0156 1.17 -1.20 -1.03 0.110
H 1.0457 3.2537 1.3320 0.92 0.41 0.22 0.051
H 0.0759 -2.3758 -3.4223 -0.89 1.16 0.69 0.108
H 0.8325 -1.9277 -1.9761 0.73 0.55 -0.28 0.051
H 0.4692 -0.6168 -3.1500 0.17 -0.10 -0.04 0.072
```
Forces are in eV/Å.

=====

3.
Computed, not measured: a 2-piece molecular cluster, C9H15B2F3NO8 overall, with wB97M-V/def2-TZVPD.

Output
LUMO   0.088 Eh
Charge   -1
Max |F|   0.6 eV/A

Structure (XYZ):
```
38
Properties=species:S:1:pos:R:3:forces:R:3:lowdin_charge:R:1
C -1.4168 0.1682 -0.3499 -0.01 -0.30 0.13 0.022
C -1.9544 -1.0449 -0.3527 -0.08 0.07 -0.08 -0.090
C -1.5328 -2.2286 0.5040 0.02 0.36 -0.08 -0.532
C -2.6863 -2.5117 1.4605 0.14 -0.15 0.09 -0.014
C -0.1806 -2.0122 1.1745 0.05 -0.42 -0.38 -0.172
O 0.7060 -2.0221 0.0781 -0.06 0.02 -0.08 -0.024
B 0.1544 -3.1077 -0.8031 0.35 -0.33 0.24 -0.743
O 0.0148 -2.5264 -2.2345 -0.20 0.21 0.14 0.010
N -0.2874 -3.4911 -3.1022 -0.13 -0.08 0.41 -0.095
O -1.0607 -3.1360 -3.9373 0.17 0.14 -0.35 -0.011
B 1.2713 -4.4451 -0.8336 -0.18 -0.12 -0.10 -0.470
O 1.1588 -5.6688 -0.1473 0.51 0.13 -0.07 0.100
O 2.4491 -4.3264 -1.5666 0.15 -0.05 0.52 0.119
O -1.2212 -3.3648 -0.2832 0.12 0.20 -0.15 0.037
H -1.9075 1.0052 -0.8256 0.17 -0.14 -0.35 0.035
H -0.4478 0.3297 0.1095 -0.17 0.20 0.24 0.060
H -2.8052 -1.2434 -1.0039 -0.16 0.01 0.26 0.120
H -3.0972 -1.5824 1.8623 0.05 -0.02 -0.03 0.079
H -3.4767 -3.0363 0.9205 0.01 -0.03 0.07 0.084
H -2.3474 -3.1227 2.3025 -0.06 -0.13 -0.12 0.078
H -0.0229 -2.9423 1.7499 -0.01 0.31 0.43 0.127
H -0.0643 -1.1349 1.8155 0.03 0.07 -0.14 0.124
H 1.0569 -5.4827 0.7898 -0.53 -0.10 -0.08 0.078
H 2.6358 -3.3845 -1.6330 -0.19 0.00 -0.52 0.085
C 2.8852 3.5598 1.0133 -0.17 -0.09 0.03 -0.056
C 2.4338 4.5952 0.0078 0.35 0.02 0.05 -0.195
O 1.0743 4.3528 -0.4077 -0.02 0.05 -0.07 0.037
C 0.1252 4.8108 0.3884 0.03 -0.04 -0.05 -0.403
O 0.2616 5.4247 1.4050 -0.02 0.07 0.07 0.164
C -1.2545 4.4543 -0.2086 0.11 -0.02 0.08 -0.550
F -1.2643 3.2003 -0.6463 -0.11 0.11 -0.04 0.168
F -1.5276 5.2712 -1.2392 0.00 0.01 -0.04 0.161
F -2.2100 4.6050 0.7021 -0.03 0.00 0.02 0.174
H 2.7575 2.5559 0.6090 0.05 0.00 -0.03 0.088
H 3.9374 3.7106 1.2542 0.01 0.01 -0.01 0.081
H 2.3054 3.6302 1.9330 0.03 0.05 0.01 0.079
H 3.0195 4.5334 -0.9065 -0.09 -0.05 -0.06 0.124
H 2.5185 5.6077 0.4012 -0.12 -0.01 0.05 0.122
```
Forces are in eV/Å.

=====

4.
Computed, not measured: an isolated ion of composition C9H15BF3N2O6P2 and charge +1 at a distorted geometry, with wB97M-V/def2-TZVPD.

Output
LUMO   -0.112 Eh
Charge   +1
Max |F|   2.1 eV/A

Structure (XYZ):
```
38
Properties=species:S:1:pos:R:3:forces:R:3:lowdin_charge:R:1
C 3.7104 -2.4030 0.1042 -1.10 0.40 0.22 -0.037
C 2.4574 -1.9343 -0.6410 1.34 -0.66 0.03 -0.203
O 1.6325 -1.2064 0.3054 -1.32 -0.11 -0.72 0.095
B 1.1893 -0.0091 -0.1522 1.53 -0.23 0.52 -0.761
O 2.0944 0.9585 -0.4720 -0.91 0.47 0.40 0.173
N -0.3020 0.2669 -0.3770 0.06 -0.21 -0.89 -0.161
C -0.6729 -0.5325 -1.6206 0.62 0.16 -0.47 -0.162
O -2.0552 -0.5360 -1.8124 0.49 -0.10 -0.04 0.074
C -2.4570 -0.2238 -3.0910 -1.60 -0.18 0.19 -0.713
F -3.7111 -0.6371 -3.2086 0.22 -0.03 0.14 0.207
F -1.7299 -0.8360 -4.0168 0.40 0.19 0.01 0.200
F -2.4502 1.0888 -3.2886 0.54 0.06 -0.23 0.174
P -0.6929 2.0259 -0.8174 -1.59 0.50 -0.07 1.062
P 0.2455 3.3285 0.6607 0.13 0.79 1.07 0.261
O -0.8284 4.0971 1.2652 -0.66 0.28 -0.16 -0.288
O 1.3106 4.2770 -0.0644 0.13 -0.83 0.19 -0.134
O 1.0388 2.5041 1.8030 0.50 -0.10 -0.89 -0.163
C -1.1623 -0.1516 0.7930 0.94 0.59 -1.22 -0.305
C -1.3481 -1.4738 1.0312 -0.07 -1.31 0.13 0.017
C -2.1768 -1.7894 2.0904 0.34 0.20 -0.43 0.001
C -2.7010 -0.7251 2.7743 -1.19 -0.65 1.54 -0.036
C -2.4546 0.5769 2.4396 0.02 0.32 0.03 -0.062
N -1.6587 0.8662 1.4184 -0.08 0.57 0.18 0.121
H 4.4808 -2.7613 -0.5709 0.04 -0.06 0.07 0.090
H 4.0429 -1.5569 0.7058 0.43 -0.06 -0.15 0.083
H 3.3828 -3.1653 0.8104 0.34 -0.20 -0.05 0.088
H 2.7406 -1.3304 -1.5080 -0.15 0.33 0.20 0.126
H 1.9196 -2.7982 -1.0374 -0.33 0.11 0.24 0.126
H 2.7454 0.9776 0.2441 0.46 -0.07 -0.40 0.143
H -0.1314 -0.0595 -2.4454 -0.18 0.08 -0.03 0.145
H -0.2697 -1.5425 -1.5606 -0.23 -0.09 0.45 0.149
H 0.1022 2.1912 -1.9856 0.59 -0.45 0.51 -0.016
H 2.2039 4.0395 0.2206 0.16 0.19 -0.34 0.086
H 1.0656 3.0946 2.5733 -0.12 -0.22 0.23 0.102
H -0.8917 -2.2578 0.4504 0.12 0.05 -0.13 0.132
H -2.4031 -2.8113 2.3481 0.01 -0.06 0.06 0.129
H -3.3440 -0.9197 3.6236 -0.06 0.05 -0.02 0.124
H -2.9217 1.3680 3.0083 0.18 0.28 -0.17 0.134
```
Forces are in eV/Å.

=====

no.,HOMO (eV)
1,-8.2922
2,-8.2602
3,-4.6024
4,-13.2318